Record 1
Computed, not measured: a molecular structure, C4H8O3, with the ωB97M-V functional and the def2-TZVPD basis.

Structure (XYZ):
```
15
Properties=species:S:1:pos:R:3
C 1.095 -1.443 0.412
C 0.855 -0.222 -0.443
O 0.249 -0.325 -1.592
C -0.488 1.359 0.566
O -0.434 2.302 -0.403
C -1.347 0.265 0.463
O -1.918 -0.008 -0.676
H 1.978 -1.978 0.022
H 1.301 -1.175 1.457
H 0.242 -2.131 0.365
H 1.597 0.584 -0.368
H -0.879 -0.362 -1.374
H 0.033 1.633 1.480
H -0.998 1.950 -1.131
H -1.417 -0.432 1.311
```

As for the energy relative to the best compared isomer or geometry (same formula, charge and spin): 69.1 kcal per mole. As for the energy: -10418.006 eV. The HOMO energy is -0.321 Ha. The value obtained for the HOMO-LUMO gap is 9.463 eV.

=====

Record 2
Computed, not measured: a molecular structure, C3F8IOP, with the ωB97M-V functional and the def2-TZVPD basis.

Structure (XYZ):
```
14
Properties=species:S:1:pos:R:3
C 0.537 0.159 -0.073
C 1.193 -0.970 0.609
C 1.494 1.104 -0.687
O -2.064 0.638 -0.509
F 0.276 -1.502 1.485
F 2.110 -0.457 1.445
F 1.816 -1.910 -0.088
F 1.045 2.001 -1.583
F 2.405 0.429 -1.382
F 2.098 1.847 0.236
F -4.291 -0.258 0.383
F -2.553 -1.716 -0.069
P -3.234 -0.451 -0.813
I -0.832 1.086 1.045
```

As for the energy relative to the best compared isomer or geometry (same formula, charge and spin): 75.8 kcal per mole. As for the energy: -44287.119 eV. The HOMO energy (spin up / spin down) is -0.361 / -0.361 Ha. The value obtained for the HOMO-LUMO gap (spin up / spin down) is 7.316 / 7.325 eV.

=====

Record 3
Computed, not measured: a molecular structure, C43H40ClN3ReSbSe, with the ωB97M-V functional and the def2-TZVPD basis.

Structure (XYZ):
```
90
Properties=species:S:1:pos:R:3
Re -0.784 1.234 0.812
C -1.740 -4.415 -0.392
C -2.748 -3.568 0.349
C -3.747 -4.227 1.072
C -4.737 -3.544 1.760
C -4.762 -2.154 1.755
C -3.783 -1.470 1.060
C -2.788 -2.172 0.369
Sb -1.539 -0.905 -0.757
C -2.725 -0.064 -2.263
C -2.660 1.323 -2.409
C -3.512 1.961 -3.290
C -4.436 1.203 -4.002
C -4.478 -0.176 -3.856
C -3.611 -0.852 -2.996
C -3.649 -2.361 -2.939
C 0.291 -1.821 -1.256
C 0.968 -2.422 -0.194
C 2.175 -3.061 -0.424
C 2.688 -3.102 -1.719
C 2.004 -2.500 -2.764
C 0.793 -1.836 -2.562
C 0.077 -1.189 -3.725
H -2.243 -5.251 -0.879
H -1.011 -4.843 0.300
H -1.190 -3.871 -1.155
H -3.746 -5.312 1.074
H -5.501 -4.098 2.293
H -5.536 -1.613 2.284
H -3.813 -0.388 1.045
H -1.935 1.909 -1.856
H -3.457 3.035 -3.424
H -5.117 1.689 -4.690
H -5.189 -0.755 -4.437
H -3.680 -2.773 -3.947
H -4.535 -2.717 -2.410
H -2.771 -2.786 -2.445
H 0.535 -2.414 0.803
H 2.704 -3.549 0.386
H 3.620 -3.619 -1.915
H 2.411 -2.551 -3.769
H 0.722 -1.135 -4.600
H -0.256 -0.178 -3.489
H -0.807 -1.765 -4.013
Cl -2.872 2.039 1.204
C -2.968 3.539 0.244
C -4.180 4.163 0.049
C -4.177 5.289 -0.759
C -2.986 5.745 -1.317
C -1.788 5.085 -1.074
C -1.761 3.949 -0.272
C -0.495 3.186 0.070
H -5.094 3.793 0.499
H -5.107 5.808 -0.952
H -2.994 6.625 -1.946
H -0.862 5.461 -1.496
H -0.024 3.666 0.950
H 0.242 3.219 -0.736
N 1.157 0.872 0.417
C 2.268 0.761 0.144
C 3.636 0.633 -0.221
C 4.643 0.748 0.743
C 5.961 0.705 0.338
C 6.272 0.534 -1.009
C 5.267 0.412 -1.965
C 3.943 0.464 -1.580
H 4.388 0.878 1.790
H 6.752 0.812 1.069
H 7.310 0.497 -1.315
H 5.522 0.296 -3.011
H 3.144 0.384 -2.311
C 1.377 2.465 3.616
N 1.846 1.078 3.627
C 1.149 -0.029 3.370
Se -0.677 -0.192 2.843
N 1.943 -1.082 3.572
C 3.217 -0.658 3.967
C 4.379 -1.353 4.283
C 5.476 -0.586 4.613
C 5.418 0.820 4.635
C 4.257 1.504 4.330
C 3.156 0.721 3.993
H 0.296 2.487 3.529
H 1.834 3.014 2.794
H 1.651 2.939 4.556
H 1.642 -2.042 3.499
H 4.420 -2.436 4.287
H 6.404 -1.078 4.875
H 6.304 1.378 4.909
H 4.210 2.586 4.368
```

As for the energy: -136221.220 eV. The HOMO energy (spin up / spin down) is -0.595 / -0.595 Ha. The charge is +3. Its spin multiplicity is 2. The value obtained for the HOMO-LUMO gap (spin up / spin down) is 5.774 / 6.095 eV.

=====

Record 4
Computed, not measured: C2H4OS3 in the gas phase, with the ωB97M-V functional and the def2-TZVPD basis.

Structure (XYZ):
```
10
Properties=species:S:1:pos:R:3
C -0.960 1.076 -0.124
C 1.173 -0.797 -0.233
O -1.386 -1.399 0.514
S 0.668 1.736 0.828
S 1.619 0.009 1.272
S -0.666 -0.688 -0.498
H -1.688 0.938 0.732
H -1.197 1.830 -0.878
H 1.549 -0.552 -1.184
H 1.634 -1.819 -0.157
```

As for the energy relative to the best compared isomer or geometry (same formula, charge and spin): 43.5 kcal per mole. As for the energy: -36690.175 eV. The HOMO energy is -0.316 Ha. The value obtained for the HOMO-LUMO gap is 9.125 eV.

=====

Record 5
Computed, not measured: a molecular structure, C9H15N2O2, with the ωB97M-V functional and the def2-TZVPD basis.

Structure (XYZ):
```
28
Properties=species:S:1:pos:R:3
C 0.577 -0.039 -1.648
C 1.183 -0.959 -0.583
C 0.496 -1.635 0.618
C 0.352 -0.275 1.286
C 1.275 0.315 0.241
C -0.712 -2.506 0.415
C 0.833 -0.186 2.693
C -0.969 2.726 -1.607
C 0.007 2.191 -0.635
N 0.555 1.053 -0.730
N -1.783 -0.280 -1.082
O -2.886 -0.080 -1.460
O -0.752 -0.424 -2.069
H 1.086 0.261 -2.576
H 2.117 -1.487 -0.963
H 1.381 -2.210 1.171
H -0.619 0.285 1.151
H 2.259 0.823 0.439
H -0.761 -2.923 1.388
H -0.809 -3.316 -0.396
H -1.594 -1.866 0.264
H 1.781 -0.630 2.894
H 0.081 -0.809 3.125
H 0.800 0.938 3.148
H -1.225 2.048 -2.439
H -0.965 3.724 -1.892
H -1.904 2.632 -1.057
H 0.195 2.628 0.305
```

As for the energy relative to the best compared isomer or geometry (same formula, charge and spin): 155.6 kcal per mole. As for the energy: -16638.431 eV. The HOMO energy is -0.516 Ha. The charge is +1. The value obtained for the HOMO-LUMO gap is 9.444 eV.

=====

Record 6
Computed, not measured: 9 unconnected molecules or ions with the total composition C17H45F10N7O14PS4, with the ωB97M-V functional and the def2-TZVPD basis.

Structure (XYZ):
```
98
Properties=species:S:1:pos:R:3
C -0.049 1.113 0.822
C 1.225 0.439 0.287
O 1.814 -0.653 0.967
H -0.510 1.876 0.196
H 0.051 1.579 1.803
H -0.825 0.361 0.965
H 1.903 1.267 0.081
H 0.914 0.179 -0.724
C 1.986 4.421 -0.681
C 1.171 3.965 -1.861
O -0.052 3.911 -1.946
N 1.964 3.779 -3.113
H 1.251 3.690 -3.823
H 2.474 4.636 -3.273
C 2.887 2.527 -2.957
H 2.460 3.592 -0.154
H 1.361 5.039 -0.036
H 2.791 5.115 -0.924
H 3.180 2.167 -3.944
H 2.340 1.767 -2.399
H 3.811 2.820 -2.458
C 4.320 -1.578 -2.308
C 3.299 -2.752 -2.171
O 3.071 -3.575 -3.023
N 2.550 -2.861 -0.825
H 2.330 -1.970 -0.402
H 1.614 -3.238 -0.865
C 3.516 -3.542 0.182
H 3.965 -0.633 -1.897
H 4.609 -1.462 -3.352
H 5.141 -1.852 -1.645
H 3.128 -3.271 1.164
H 4.472 -3.024 0.261
H 3.676 -4.596 -0.043
C -4.287 -0.882 -3.147
C -3.090 -0.073 -3.384
O -1.981 -0.465 -3.725
N -3.359 1.382 -3.048
H -3.990 1.792 -3.722
H -3.865 1.407 -2.175
C -2.061 2.199 -2.949
H -4.089 -1.858 -3.589
H -5.214 -0.404 -3.464
H -4.400 -1.116 -2.089
H -1.719 2.203 -3.984
H -1.454 1.817 -2.128
H -2.300 3.230 -2.690
C -0.082 -4.854 2.373
C -0.323 -3.354 2.604
O -0.265 -2.828 3.704
N -0.651 -2.455 1.330
H 0.005 -1.688 1.302
H -0.301 -2.949 0.522
C -2.128 -1.985 1.380
H 0.698 -5.051 1.637
H -1.042 -5.236 2.027
H 0.221 -5.233 3.349
H -2.636 -2.888 1.719
H -2.458 -1.636 0.401
H -2.151 -1.155 2.086
C 1.068 0.299 4.394
C 2.443 0.835 4.254
O 2.756 1.875 4.890
N 3.362 0.186 3.290
H 3.910 -0.483 3.812
H 2.855 -0.257 2.537
C 4.258 1.237 2.593
H 0.483 1.193 4.613
H 0.797 -0.519 5.061
H 0.565 -0.004 3.476
H 3.592 2.032 2.259
H 4.630 0.755 1.689
H 5.017 1.539 3.315
P -1.401 4.663 3.221
F -2.618 3.884 2.379
F -0.647 3.255 3.644
F -0.589 4.720 1.829
F -0.236 5.518 3.982
F -2.168 6.075 2.847
F -2.263 4.642 4.600
N -5.026 1.350 -0.761
S -5.946 0.438 0.038
O -7.013 0.946 0.846
O -5.590 -0.934 0.262
F -6.700 0.056 -1.389
S -4.258 1.719 0.667
O -3.405 0.734 1.330
O -5.017 2.734 1.426
F -3.183 2.645 -0.133
N -0.004 -3.810 -1.046
S -0.773 -3.202 -2.239
O -2.256 -3.125 -2.289
O -0.100 -3.353 -3.536
F -0.457 -1.615 -1.823
S -0.259 -5.393 -1.653
O 0.826 -5.908 -2.500
O -1.632 -5.843 -1.946
F 0.065 -6.037 -0.188
```

As for the energy relative to the best compared isomer or geometry (same formula, charge and spin): 0.0 kcal per mole. As for the energy: -137247.191 eV. The HOMO energy is -0.430 Ha. The charge is +1. The value obtained for the HOMO-LUMO gap is 7.350 eV.

=====

Record 7
Computed, not measured: 6 unconnected molecules or ions with the total composition C26H50Cl2N5O17, with the ωB97M-V functional and the def2-TZVPD basis.

Structure (XYZ):
```
100
Properties=species:S:1:pos:R:3
C 4.465 -2.485 -2.474
C 2.995 -2.469 -2.739
O 2.140 -2.310 -1.921
N 2.633 -2.582 -4.158
C 2.681 -3.927 -4.698
C 2.582 -4.024 -6.194
O 2.862 -4.839 -3.942
N 1.543 -1.789 -4.534
C 1.885 -0.546 -5.266
C 2.010 0.664 -4.329
C 1.552 1.988 -4.971
N 0.174 2.374 -4.677
C 0.330 -2.119 -4.180
N 0.110 -3.302 -3.547
N -0.698 -1.251 -4.569
C -1.381 -0.514 -3.555
Cl -0.795 -0.678 -1.942
C -2.395 0.289 -3.833
C -3.182 1.101 -2.855
Cl -2.891 0.393 -5.491
H 4.767 -1.463 -2.234
H 4.673 -3.136 -1.627
H 5.028 -2.827 -3.339
H 2.948 -5.008 -6.474
H 1.546 -3.932 -6.525
H 3.196 -3.264 -6.675
H 1.165 -0.388 -6.065
H 2.848 -0.768 -5.717
H 1.480 0.474 -3.391
H 3.062 0.773 -4.048
H 2.243 2.773 -4.660
H 1.649 1.894 -6.056
H -0.121 1.971 -3.796
H -0.445 2.027 -5.398
H -0.865 -3.572 -3.628
H 0.377 -3.320 -2.564
H -1.350 -1.715 -5.199
H -3.585 1.981 -3.351
H -2.566 1.423 -2.018
H -4.023 0.518 -2.473
C -3.720 -7.627 0.866
O -3.646 -6.460 0.029
C -2.607 -5.680 0.266
O -1.745 -5.856 1.088
O -2.662 -4.630 -0.570
C -1.598 -3.699 -0.394
H -4.614 -8.154 0.552
H -2.842 -8.253 0.721
H -3.800 -7.338 1.912
H -0.633 -4.182 -0.569
H -1.603 -3.276 0.609
H -1.773 -2.907 -1.119
C 0.528 8.082 -1.500
O 1.269 6.958 -1.002
C 0.763 5.775 -1.333
O -0.230 5.581 -1.984
O 1.546 4.825 -0.809
C 1.107 3.497 -1.083
H 1.061 8.960 -1.151
H 0.500 8.066 -2.587
H -0.486 8.075 -1.105
H 1.097 3.315 -2.158
H 0.110 3.331 -0.675
H 1.817 2.838 -0.590
C -3.146 4.019 5.105
O -2.170 4.899 4.532
C -1.965 4.727 3.231
O -2.514 3.922 2.522
O -1.029 5.596 2.839
C -0.696 5.510 1.450
H -3.195 4.282 6.157
H -4.116 4.168 4.634
H -2.836 2.982 4.992
H -1.568 5.718 0.833
H -0.303 4.522 1.221
H 0.069 6.261 1.280
C -1.985 -4.405 8.197
O -1.652 -5.080 6.978
C -1.532 -4.280 5.922
O -1.678 -3.084 5.920
O -1.223 -5.027 4.862
C -1.064 -4.287 3.649
H -2.046 -5.180 8.954
H -1.211 -3.685 8.459
H -2.942 -3.896 8.103
H -0.264 -3.555 3.757
H -1.992 -3.774 3.397
H -0.827 -5.009 2.874
C 2.963 0.893 6.418
O 2.210 2.078 6.686
C 2.110 2.915 5.653
O 2.587 2.741 4.560
O 1.393 3.966 6.036
C 1.214 4.964 5.022
H 2.953 0.324 7.343
H 2.499 0.316 5.620
H 3.986 1.142 6.144
H 0.705 4.544 4.162
H 2.176 5.375 4.720
H 0.600 5.740 5.468
```

As for the energy relative to the best compared isomer or geometry (same formula, charge and spin): 0.0 kcal per mole. As for the energy: -95068.717 eV. The HOMO energy is -0.443 Ha. The charge is +1. The value obtained for the HOMO-LUMO gap is 8.167 eV.

=====

Record 8
Computed, not measured: 4 unconnected molecules or ions with the total composition C3H10O3, with the ωB97M-V functional and the def2-TZVPD basis.

Structure (XYZ):
```
16
Properties=species:S:1:pos:R:3
C 0.502 -0.576 1.311
O -0.846 -0.764 1.390
C 0.791 -0.003 -0.070
C 1.901 0.620 -0.567
H 1.050 -1.538 1.343
H 0.911 0.190 1.986
H 0.462 1.652 0.196
H -0.011 -0.268 -0.768
H 1.992 1.138 -1.517
H 2.904 0.427 -0.181
H -1.304 -1.337 0.214
H -1.654 -2.521 -0.871
O -1.449 -1.583 -0.827
H -2.102 1.754 -1.228
H -1.630 0.995 0.055
O -1.519 1.814 -0.465
```

As for the energy relative to the best compared isomer or geometry (same formula, charge and spin): 135.8 kcal per mole. As for the energy: -9409.642 eV. The HOMO energy is -0.306 Ha. The value obtained for the HOMO-LUMO gap is 6.486 eV.

=====

Record 9
Computed, not measured: 3 unconnected molecules or ions with the total composition C26H53Br2Cl2FN3O10PS, with the ωB97M-V functional and the def2-TZVPD basis.

Structure (XYZ):
```
99
Properties=species:S:1:pos:R:3
C 3.472 2.513 -0.012
C 2.567 2.030 -1.146
C 1.400 2.991 -1.369
C 0.765 2.826 -2.731
O -0.261 3.818 -2.876
C -1.411 3.415 -3.529
O -2.079 2.348 -2.844
C -2.891 2.687 -1.797
F -2.195 3.451 -0.878
C -4.111 3.506 -2.244
Cl -4.642 3.172 -3.865
C -4.800 4.357 -1.482
C -4.501 4.741 -0.063
Cl -6.190 5.158 -2.127
C -3.295 1.336 -1.143
N -4.571 1.472 -0.425
C -5.007 0.510 0.530
Br -5.168 1.206 2.286
C -5.382 -0.730 0.217
C -5.292 -1.275 -1.182
Br -6.035 -1.933 1.500
S -1.944 0.587 -0.187
C -1.880 1.410 1.381
O -2.323 -0.789 -0.006
O -0.715 0.868 -0.873
P -1.033 2.859 -5.314
O -2.027 1.572 -5.457
O -1.858 4.079 -6.062
H 3.911 3.480 -0.270
H 2.865 2.688 0.881
H 4.261 1.806 0.230
H 3.139 1.937 -2.073
H 2.154 1.058 -0.865
H 1.769 4.022 -1.312
H 0.643 2.889 -0.589
H 1.518 2.989 -3.509
H 0.347 1.823 -2.855
H -2.047 4.303 -3.576
H -4.008 3.943 0.477
H -5.424 5.016 0.442
H -3.849 5.617 -0.056
H -3.380 0.625 -1.973
H -5.292 1.546 -1.137
H -5.749 -0.595 -1.905
H -5.796 -2.236 -1.248
H -4.246 -1.443 -1.444
H -0.826 1.629 1.534
H -2.265 0.730 2.137
H -2.472 2.321 1.361
H -2.955 1.749 -5.250
H -2.745 3.833 -6.348
C 8.482 -1.652 3.696
O 7.783 -1.109 4.796
C 8.499 -0.124 5.529
C 7.873 1.244 5.363
N 8.051 1.742 4.008
C 7.308 2.956 3.696
C 5.785 2.900 3.745
O 5.200 2.093 2.741
C 5.109 0.714 3.035
H 7.892 -2.486 3.320
H 8.620 -0.926 2.887
H 9.467 -2.025 3.995
H 9.549 -0.105 5.222
H 8.458 -0.404 6.585
H 8.355 1.937 6.060
H 6.817 1.161 5.656
H 7.785 1.016 3.355
H 7.593 3.266 2.688
H 7.642 3.746 4.377
H 5.417 3.913 3.562
H 5.413 2.601 4.733
H 4.969 0.538 4.106
H 5.988 0.156 2.700
H 4.242 0.324 2.500
C -1.011 -3.368 -0.940
O -1.033 -4.542 -1.731
C -0.781 -5.742 -1.016
C -2.042 -6.579 -0.948
N -3.039 -5.929 -0.110
C -4.376 -6.505 -0.172
C -5.106 -6.472 -1.510
O -5.451 -5.172 -1.957
C -4.439 -4.487 -2.668
H -1.099 -2.521 -1.616
H -1.840 -3.328 -0.228
H -0.071 -3.276 -0.386
H -0.412 -5.521 -0.009
H -0.007 -6.300 -1.549
H -1.808 -7.563 -0.529
H -2.383 -6.732 -1.982
H -3.095 -4.954 -0.372
H -4.994 -5.973 0.555
H -4.322 -7.548 0.160
H -6.052 -7.004 -1.382
H -4.549 -6.996 -2.296
H -3.808 -5.176 -3.236
H -3.797 -3.891 -2.012
H -4.932 -3.810 -3.368
```

As for the energy: -240734.392 eV. The HOMO energy is -0.315 Ha. The SMILES is CCCCO[C@H](O[C@@](F)(/C(Cl)=C(\C)Cl)[C@H](N/C(Br)=C(\C)Br)S(C)(=O)=O)P(O)O.COCCNCCOC.COCCNCCOC. The value obtained for the HOMO-LUMO gap is 8.727 eV.

=====

Record 10
Computed, not measured: 8 unconnected molecules or ions with the total composition H16O8, with the ωB97M-V functional and the def2-TZVPD basis.

Structure (XYZ):
```
24
Properties=species:S:1:pos:R:3
O 7.792 10.281 -16.788
H 7.460 9.635 -16.164
H 7.544 9.936 -17.645
O 9.821 11.074 -18.494
H 8.922 10.845 -18.727
H 9.861 10.956 -17.545
O 7.150 9.830 -19.390
H 7.536 9.523 -20.210
H 6.208 9.834 -19.555
O 8.696 8.431 -21.049
H 9.170 7.674 -20.703
H 9.028 8.535 -21.940
O 4.631 9.910 -16.470
H 5.307 10.440 -16.891
H 4.890 9.877 -15.549
O 6.272 6.859 -21.301
H 6.290 7.811 -21.400
H 6.759 6.693 -20.494
O 8.350 11.415 -23.018
H 9.108 10.833 -23.072
H 7.674 10.889 -22.591
O 4.235 8.172 -19.863
H 3.523 7.534 -19.812
H 4.904 7.833 -19.269
```

As for the energy relative to the best compared isomer or geometry (same formula, charge and spin): 13.9 kcal per mole. As for the energy: -16639.328 eV. The HOMO energy (spin up / spin down) is 0.004 / -0.269 Ha. The charge is -1. Its spin multiplicity is 2. The value obtained for the HOMO-LUMO gap (spin up / spin down) is 2.699 / 10.024 eV.